No. 1
DFT (ωB97M-V with the def2-TZVPD basis set) results for one molecule with the formula H3N2O2P at a distorted geometry.

Cartesian coordinates (Å):
N1 1.13759 -0.38220 0.05024
P1 0.04471 0.72563 0.58774
N2 -1.40143 -0.22595 -0.12775
O1 -1.26524 -1.35431 0.33654
O2 -2.34153 0.19204 -0.74921
H1 1.50047 -1.01083 0.74355
H2 1.94159 0.16365 -0.31534
H3 0.38383 1.89196 -0.52577

Kohn-Sham gap: 0.3610 Ha
LUMO: 0.2 eV
Charge: 0
Energy above the lowest of the compared OMol25 structures with the same formula, charge and spin: 369.6 kJ/mol

***

No. 2
DFT (ωB97M-V with the def2-TZVPD basis set) results for C32H80AsF6MgN2O22 as an isolated structure at a distorted geometry.

Cartesian coordinates (Å):
Mg1 -28.41933 15.92243 14.11159
N1 -26.47240 14.95813 16.44595
O1 -27.29262 15.52091 15.68953
O2 -26.29339 13.78692 16.35232
O3 -25.81919 15.67696 17.17516
N2 -27.72403 13.37469 12.34604
O4 -27.85588 14.39620 13.01006
O5 -27.01585 12.43452 12.64946
O6 -28.53654 13.20824 11.46571
As1 -29.10468 18.56702 16.48794
F1 -27.33175 18.73850 16.35803
F2 -29.11407 17.41940 15.09532
F3 -30.88235 18.39648 16.53782
F4 -29.14845 19.63406 17.95231
F5 -29.28817 20.01931 15.46222
F6 -28.87866 17.21615 17.61780
C1 -27.30359 22.52611 17.39141
O7 -27.23598 21.44058 18.32433
C2 -25.97704 20.80463 18.33427
C3 -25.78697 19.97646 19.63022
O8 -27.06581 19.34555 19.91120
C4 -26.91334 17.94005 20.00683
H1 -28.05283 23.23769 17.73839
H2 -27.56660 22.19952 16.38530
H3 -26.36682 23.07996 17.32967
H4 -25.16454 21.52774 18.26303
H5 -25.80702 20.21120 17.43592
H6 -25.57073 20.62375 20.48014
H7 -24.94656 19.28392 19.58342
H8 -26.22010 17.52923 20.74084
H9 -26.62449 17.62070 19.00549
H10 -27.86268 17.40538 19.97590
C5 -27.44867 10.82797 15.77775
O9 -27.41801 10.23580 14.44144
C6 -28.77519 9.95731 14.11807
C7 -28.62953 9.26309 12.69665
O10 -27.66465 9.93248 11.93472
C8 -27.73403 9.66003 10.51108
H11 -26.47670 11.18546 16.11769
H12 -27.79771 10.10579 16.51580
H13 -27.98636 11.77610 15.78491
H14 -29.32599 10.87782 13.92470
H15 -29.27363 9.31330 14.84257
H16 -29.53299 9.27375 12.08695
H17 -28.36357 8.21646 12.84471
H18 -28.63676 10.14958 10.14568
H19 -27.62489 8.58230 10.38982
H20 -26.89085 10.16541 10.04017
C9 -30.28008 14.07034 16.17020
O11 -30.07653 14.94527 15.05483
C10 -31.26180 15.46242 14.48594
C11 -30.96557 15.66361 12.96424
O12 -29.72630 16.30615 12.73229
C12 -29.67012 16.73604 11.36809
H21 -30.91763 13.21699 15.93907
H22 -30.72646 14.56074 17.03528
H23 -29.33896 13.64085 16.51360
H24 -31.50579 16.38017 15.02102
H25 -32.13948 14.81965 14.55391
H26 -31.84454 16.16672 12.56128
H27 -31.00978 14.73030 12.40293
H28 -29.59504 15.90359 10.66845
H29 -28.82539 17.37131 11.10169
H30 -30.53829 17.37761 11.21717
C13 -21.96108 20.00350 16.80700
O13 -23.26490 19.61086 17.10915
C14 -23.59217 18.22955 17.20275
C15 -22.92314 17.35562 18.27699
O14 -23.00602 17.86613 19.57350
C16 -22.19692 17.19374 20.50474
H31 -21.85480 21.07199 16.99443
H32 -21.87792 19.74076 15.75242
H33 -21.22100 19.54908 17.46570
H34 -23.41390 17.72793 16.25159
H35 -24.67269 18.09542 17.25351
H36 -21.90228 17.19871 17.92867
H37 -23.38481 16.37362 18.17386
H38 -22.32996 16.11189 20.50280
H39 -22.48588 17.49897 21.51045
H40 -21.13361 17.43236 20.52799
C17 -21.47608 8.45551 14.24515
O15 -22.73321 9.11290 14.31858
C18 -22.81368 10.18782 15.18504
C19 -24.22068 10.84144 15.08030
O16 -24.62919 11.35023 13.80747
C20 -24.02640 12.63055 13.57799
H41 -21.21546 7.98401 15.19271
H42 -20.75106 9.25316 14.08328
H43 -21.45760 7.78654 13.38479
H44 -22.04871 10.95589 15.07105
H45 -22.75187 9.71687 16.16611
H46 -24.35429 11.58335 15.86760
H47 -24.98175 10.15292 15.44746
H48 -23.00738 12.68502 13.96106
H49 -24.54206 13.36066 14.20181
H50 -23.92608 12.91893 12.53162
C21 -26.35914 10.68878 18.90932
O17 -26.04356 9.53213 18.13023
C22 -25.90389 8.34779 18.88582
C23 -27.24807 7.88336 19.55065
O18 -27.72448 8.78176 20.54978
C24 -28.86517 8.31529 21.32929
H51 -26.09066 11.55866 18.30990
H52 -25.69042 10.74660 19.76815
H53 -27.40910 10.75734 19.19390
H54 -25.25238 8.43109 19.75570
H55 -25.41901 7.58318 18.27888
H56 -26.97285 6.94362 20.02944
H57 -28.08121 7.70860 18.86988
H58 -29.58640 7.97081 20.58817
H59 -29.31427 9.04163 22.00668
H60 -28.46507 7.41097 21.78780
C25 -26.17679 16.01416 9.75971
O19 -26.36600 16.18832 11.14342
C26 -25.31252 16.83437 11.84566
C27 -25.73032 16.89093 13.39868
O20 -27.14128 17.17478 13.47107
C28 -27.41013 18.51616 13.03587
H61 -25.49155 15.17818 9.61938
H62 -25.76107 16.86557 9.22086
H63 -27.17017 15.86903 9.33516
H64 -25.20092 17.84589 11.45518
H65 -24.40820 16.22821 11.79214
H66 -25.06220 17.60217 13.88433
H67 -25.65126 15.92592 13.89928
H68 -26.82765 19.24479 13.59970
H69 -28.44681 18.82584 13.16806
H70 -27.17287 18.72967 11.99365
C29 -24.71362 13.39598 22.19752
O21 -25.91578 13.18920 21.46134
C30 -26.13472 14.18896 20.49084
C31 -27.64189 14.39013 20.07267
O22 -28.54545 14.83777 21.07368
C32 -29.87996 15.12925 20.73054
H71 -24.72025 12.56932 22.90794
H72 -24.88655 14.30826 22.76843
H73 -23.73710 13.41611 21.71369
H74 -25.52248 13.84714 19.65633
H75 -25.90953 15.15104 20.95101
H76 -27.96368 13.45998 19.60428
H77 -27.68679 15.12937 19.27292
H78 -30.34846 15.55926 21.61580
H79 -30.44900 14.22799 20.50241
H80 -29.84854 15.77449 19.85260

Kohn-Sham gap: 0.2875 Ha
LUMO: 2.0 eV
Charge: -1

***

No. 3
DFT (ωB97M-V with the def2-TZVPD basis set) results for C7H6NO3S as an isolated structure at a distorted geometry.

Cartesian coordinates (Å):
C1 2.70054 0.53497 -0.12027
C2 1.66538 1.44742 -0.23714
C3 2.41428 -0.81267 0.02776
C4 0.34896 1.02062 -0.18801
C5 1.10011 -1.24076 0.06761
C6 0.05993 -0.32701 -0.02954
C7 -1.36700 -0.83824 0.06708
N1 -2.29572 -0.04141 -0.68607
O1 -2.83062 1.53560 -0.27141
O2 -3.93996 -0.04851 1.36444
O3 -1.66070 -1.94603 -0.59439
S1 -3.79643 0.29023 -0.04460
H1 3.72938 0.87132 -0.14614
H2 1.88742 2.49905 -0.36791
H3 3.22224 -1.52901 0.11182
H4 -0.46473 1.72432 -0.27923
H5 0.85333 -2.28761 0.16312
H6 -1.62641 -0.85228 1.16291

Kohn-Sham gap: 0.2960 Ha
LUMO: 3.6 eV
Charge: -1
Energy above the lowest of the compared OMol25 structures with the same formula, charge and spin: 221.2 kJ/mol

***

No. 4
DFT (ωB97M-V with the def2-TZVPD basis set) results for a 2-piece molecular cluster, C3H12N2OS overall at a distorted geometry.

Cartesian coordinates (Å):
N1 0.57042 2.06982 1.17796
C1 -0.06480 0.82296 1.72968
N2 -0.02074 -0.37389 0.77986
C2 -0.73523 -0.17135 -0.36105
C3 -0.61061 -1.34606 -1.38445
S1 -2.10075 -1.41991 -2.41606
H1 0.31805 2.31862 0.22734
H2 0.37461 2.85714 1.83803
H3 -1.07516 0.87652 2.04606
H4 0.56721 0.56930 2.63635
H5 -0.28315 -1.18340 1.38520
H6 -0.40823 0.76644 -0.82915
H7 -1.86675 -0.30009 -0.15643
H8 -0.65505 -2.32898 -0.80358
H9 0.25679 -1.28572 -1.94729
H10 -1.25251 -1.13740 -3.40820
O1 2.50399 -0.55637 -0.37900
H11 1.55792 -0.48540 0.17531
H12 2.92399 0.30775 -0.31058

Kohn-Sham gap: 0.3630 Ha
LUMO: 0.7 eV
Charge: 0
Energy above the lowest of the compared OMol25 structures with the same formula, charge and spin: 166.5 kJ/mol

***

No. 5
DFT (ωB97M-V with the def2-TZVPD basis set) results for a 2-piece molecular cluster, C4H12OSi overall at a distorted geometry.

Cartesian coordinates (Å):
C1 -1.97572 -0.90497 -0.91391
C2 1.63748 -1.20882 0.76475
C3 0.89733 1.96381 1.13315
C4 -0.78623 0.14484 -0.85358
O1 0.15958 -0.07978 -1.90484
Si1 0.25084 0.13827 0.76641
H1 -1.72434 -1.95636 -0.78156
H2 -2.83354 -0.61950 -0.33878
H3 -2.31500 -0.83291 -1.94881
H4 2.48212 -1.06387 -0.00066
H5 2.30274 -1.27857 1.68806
H6 1.21560 -2.31152 0.71442
H7 1.87781 2.18571 1.45859
H8 0.88467 2.29218 0.10640
H9 0.15090 2.54587 1.72873
H10 -1.35163 1.06208 -1.16593
H11 0.08234 0.41488 -2.65997
H12 -0.95496 -0.49135 2.20755

Kohn-Sham gap: 0.3786 Ha
LUMO: 0.8 eV
Charge: 0
Energy above the lowest of the compared OMol25 structures with the same formula, charge and spin: 397.4 kJ/mol

***

No. 6
DFT (ωB97M-V with the def2-TZVPD basis set) results for one molecule with the formula C5H8O at a distorted geometry.

Cartesian coordinates (Å):
C1 0.91147 -0.05955 -1.11927
C2 -0.30716 -0.15703 -0.16605
C3 -0.22923 -0.76122 1.24032
C4 -1.30166 1.03987 -0.34354
C5 -1.64480 -0.29951 -0.90593
O1 -2.59217 -0.71971 -1.53289
H1 1.82384 0.25728 -0.52687
H2 0.84591 0.81287 -1.81358
H3 1.03290 -0.98263 -1.51271
H4 0.71170 -0.65018 1.79691
H5 -0.38354 -1.92030 1.17111
H6 -0.91299 -0.45360 1.99381
H7 -0.91086 1.80208 -1.11600
H8 -1.90349 1.54241 0.41444

Kohn-Sham gap: 0.3536 Ha
LUMO: 0.9 eV
Charge: 0
Energy above the lowest of the compared OMol25 structures with the same formula, charge and spin: 268.7 kJ/mol

***

No. 7
DFT (ωB97M-V with the def2-TZVPD basis set) results for one molecule with the formula C2H4N2O2 at a distorted geometry.

Cartesian coordinates (Å):
N1 0.11257 -1.76123 -0.58636
N2 0.56564 -0.47632 -0.28351
C1 -0.28856 0.53014 -0.07018
O1 -1.50240 0.24792 0.48911
C2 0.66119 1.73187 0.11178
O2 0.84800 2.87387 0.26671
H1 0.76592 -2.45205 -0.22256
H2 -0.78960 -1.91955 -0.13052
H3 1.51060 0.14168 -0.37411
H4 -1.88336 1.08368 0.79965

Kohn-Sham gap (spin up / spin down): 0.2471 / 0.2648 Ha
LUMO (spin up / spin down): 0.3 / 0.3 eV
Charge: 0
Energy above the lowest of the compared OMol25 structures with the same formula, charge and spin: 621.0 kJ/mol

***

No. 8
DFT (ωB97M-V with the def2-TZVPD basis set) results for one molecule with the formula C6H12O at a distorted geometry.

Cartesian coordinates (Å):
C1 0.96858 0.97895 2.01214
C2 1.21658 0.05312 1.11335
C3 0.30591 -0.16449 0.02983
C4 1.02108 0.41195 -1.24658
O1 0.16206 -1.70661 0.64046
C5 -1.15693 0.21138 0.08234
C6 -1.87570 -0.54201 -1.03552
H1 -0.04649 1.32890 2.17430
H2 1.80277 1.42425 2.50949
H3 2.16906 -0.46192 0.96841
H4 0.69147 -0.06300 -2.16550
H5 0.80900 1.50101 -1.34730
H6 2.11375 0.35628 -1.16107
H7 0.85611 -2.28950 0.31292
H8 -1.52483 -0.12344 1.05390
H9 -1.34814 1.29065 -0.00702
H10 -1.61600 -1.60391 -0.98187
H11 -1.59209 -0.16262 -2.02429
H12 -2.95621 -0.43898 -0.92799

Kohn-Sham gap: 0.3524 Ha
LUMO: 0.9 eV
Charge: 0
Energy above the lowest of the compared OMol25 structures with the same formula, charge and spin: 278.8 kJ/mol

***

Which value of charge does entry 5 give?
0

***

Number 4 is which compound?
C3H12N2OS

***

Repeat the eighth record exactly.
DFT (ωB97M-V with the def2-TZVPD basis set) results for one molecule with the formula C6H12O at a distorted geometry.

Cartesian coordinates (Å):
C1 0.96858 0.97895 2.01214
C2 1.21658 0.05312 1.11335
C3 0.30591 -0.16449 0.02983
C4 1.02108 0.41195 -1.24658
O1 0.16206 -1.70661 0.64046
C5 -1.15693 0.21138 0.08234
C6 -1.87570 -0.54201 -1.03552
H1 -0.04649 1.32890 2.17430
H2 1.80277 1.42425 2.50949
H3 2.16906 -0.46192 0.96841
H4 0.69147 -0.06300 -2.16550
H5 0.80900 1.50101 -1.34730
H6 2.11375 0.35628 -1.16107
H7 0.85611 -2.28950 0.31292
H8 -1.52483 -0.12344 1.05390
H9 -1.34814 1.29065 -0.00702
H10 -1.61600 -1.60391 -0.98187
H11 -1.59209 -0.16262 -2.02429
H12 -2.95621 -0.43898 -0.92799

Kohn-Sham gap: 0.3524 Ha
LUMO: 0.9 eV
Charge: 0
Energy above the lowest of the compared OMol25 structures with the same formula, charge and spin: 278.8 kJ/mol